Formula: C23H33FINO35S9
Source: the Open Molecules 2025 dataset
Level of theory: ωB97M-V with the def2-TZVPD basis set

Structure (XYZ):
```
103
C23H33FINO35S9, DFT ωB97M-V with the def2-TZVPD basis set
N -5.0472 -0.3047 5.9505
C -4.2482 -1.0787 5.6732
O -3.4456 -2.0047 5.2262
C -2.8944 -1.5890 3.9894
C -3.5513 -1.7733 2.8488
I -5.4147 -2.6732 2.7247
C -2.9409 -1.2897 1.5480
O -3.4403 -1.5868 0.4974
C -1.7417 -0.4123 1.6712
S -1.1360 0.3847 0.2170
C -1.1192 -0.2461 2.8439
F -0.0576 0.5342 2.9749
C -1.5720 -0.9231 4.0878
O -0.9116 -0.9503 5.0987
H -1.8707 1.5091 0.1795
C 3.4705 -1.1636 -1.0955
C 3.2066 -2.0238 -2.3110
O 1.8931 -2.5750 -2.0727
S 1.0118 -1.5217 -1.2651
O 0.2039 -0.8117 -2.1970
O 0.4556 -2.1744 -0.1340
O 2.1925 -0.5621 -0.7970
H 3.7770 -1.7529 -0.2240
H 4.2147 -0.3952 -1.2906
H 3.9303 -2.8139 -2.4271
H 3.1643 -1.4293 -3.2213
C 2.0683 -4.9171 -6.0981
C 2.1210 -3.8215 -7.1417
O 3.0738 -2.8853 -6.6202
S 4.1993 -3.6653 -5.7975
O 5.3339 -3.8620 -6.6216
O 4.2996 -3.0573 -4.5162
O 3.4266 -5.0577 -5.6544
H 1.4565 -4.6249 -5.2423
H 1.7053 -5.8595 -6.4982
H 1.1603 -3.3376 -7.2926
H 2.4951 -4.1944 -8.0973
C -0.4091 2.1988 -5.2387
C 0.1951 0.8744 -4.8284
O 0.5130 0.2267 -6.0763
S 0.9200 1.3244 -7.1607
O 2.3331 1.4251 -7.2193
O 0.1318 1.1189 -8.3228
O 0.3618 2.6092 -6.3798
H -1.4485 2.0856 -5.5522
H -0.3492 2.9471 -4.4534
H -0.4853 0.2633 -4.2455
H 1.1220 1.0130 -4.2701
C 0.0360 6.3306 -7.7717
C -0.7626 5.3671 -8.6197
O -1.9833 5.1759 -7.8919
S -2.3615 6.5247 -7.1179
O -3.3074 7.2521 -7.8827
O -2.5936 6.2029 -5.7560
O -0.9396 7.2491 -7.2568
H 0.5080 5.8223 -6.9286
H 0.7921 6.8624 -8.3422
H -0.2516 4.4185 -8.7606
H -1.0080 5.7987 -9.5922
C 2.5545 -1.2083 4.6283
C 3.1929 -2.5278 5.0074
O 3.4967 -3.1527 3.7580
S 3.8594 -2.0382 2.6809
O 5.2682 -1.9046 2.5856
O 3.0610 -2.2504 1.5230
O 3.2948 -0.7721 3.4808
H 1.5122 -1.3381 4.3371
H 2.6165 -0.4669 5.4200
H 2.5308 -3.1587 5.5937
H 4.1307 -2.3817 5.5491
C 7.0061 -5.7248 7.0584
C 7.7786 -4.5858 6.4275
O 7.6530 -4.8088 5.0194
S 6.2293 -5.4742 4.7001
O 5.3140 -4.4609 4.3013
O 6.4440 -6.6352 3.9194
O 5.8690 -5.9051 6.2054
H 7.5863 -6.6495 7.0580
H 6.6833 -5.5003 8.0714
H 8.8256 -4.5775 6.7162
H 7.3288 -3.6184 6.6630
C -6.4874 2.1206 0.0568
C -6.2671 3.6150 -0.0453
O -5.4884 3.9362 1.1182
S -4.5303 2.7147 1.4756
O -3.2380 2.9541 0.9376
O -4.7082 2.3745 2.8408
O -5.2468 1.6116 0.5693
H -7.2780 1.8792 0.7695
H -6.7130 1.6640 -0.9026
H -7.1952 4.1786 -0.0455
H -5.6833 3.8754 -0.9302
C -6.0408 2.6708 6.8305
C -4.7437 2.9990 6.1294
O -4.7691 4.4269 5.9779
S -5.5397 5.0825 7.2169
O -4.5918 5.5219 8.1764
O -6.5426 5.9482 6.7117
O -6.2244 3.7436 7.7683
H -6.8821 2.6744 6.1349
H -6.0047 1.7169 7.3483
H -4.6614 2.5153 5.1634
H -3.8813 2.7360 6.7461
```

The LUMO energy is -2.388 eV. Its net charge is 0. As for the HOMO-LUMO gap: 7.265 eV. As for the HOMO energy: -9.65 eV. The SMILES is N#COC1=C(I)C(=O)C(S)=C(F)C1=O.O=S1(=O)OCCO1.O=S1(=O)OCCO1.O=S1(=O)OCCO1.O=S1(=O)OCCO1.O=S1(=O)OCCO1.O=S1(=O)OCCO1.O=S1(=O)OCCO1.O=S1(=O)OCCO1.

Formula: C23H33FLiNO4PS
Source: the Open Molecules 2025 dataset
Level of theory: ωB97M-V with the def2-TZVPD basis set

Structure (XYZ):
```
65
C23H33FLiNO4PS, DFT ωB97M-V with the def2-TZVPD basis set
C -4.9256 1.3761 0.8523
C -3.9278 0.3045 0.4686
C -2.8553 -0.2897 1.5608
C -1.3758 -0.3020 0.8185
C -1.2056 -1.3553 -0.4262
C 0.1793 -1.4485 -1.2907
C 1.4270 -0.4693 -0.8414
C 2.7966 -0.6186 -1.7910
C 3.3260 0.8596 -2.3432
C 2.1172 1.8547 -2.8301
S 2.9336 3.5483 -3.1713
C 1.3427 0.5948 0.4475
O 2.4695 1.4314 0.8569
C 3.6714 0.6954 1.2219
C 3.4919 -0.5981 2.1962
C 2.4886 -0.4010 3.4760
O 3.1155 -1.8586 1.5149
C -0.1063 0.6902 1.2728
P -0.4847 1.8679 2.7235
C -0.6243 0.7394 4.3068
C 0.9257 3.0842 3.1175
C 1.0249 4.2262 1.9018
C 0.0255 -2.5769 -2.4643
O 0.8867 -3.1413 -3.3127
N -1.4709 -2.9293 -2.3308
C -2.2400 -2.9424 -3.6425
F -2.5520 -1.5701 -4.1366
C -3.5294 -3.9538 -3.5888
C -4.9700 -3.2252 -3.2984
C -2.2075 -2.4658 -1.0934
O -3.3661 -2.8260 -0.5375
H -4.5424 2.4128 1.2786
H -6.0921 1.1745 0.7666
H -3.9073 -0.1814 -0.6130
H -3.1336 -1.4247 1.7937
H -2.8746 0.2625 2.5906
H 2.6151 -1.2725 -2.7448
H 3.6498 -1.1552 -1.1565
H 3.9967 0.6552 -3.3080
H 3.9904 1.4321 -1.5622
H 1.6794 1.4087 -3.8390
H 1.2953 2.0719 -2.0236
H 2.1090 4.5889 -2.7019
H 4.3468 0.3472 0.3042
H 4.3680 1.4636 1.8154
H 4.5707 -0.8132 2.6632
H 2.8237 -1.2107 4.2868
H 2.5237 0.6515 3.9846
H 1.4172 -0.7421 3.1260
H 3.6105 -2.5862 2.0207
H 0.3705 0.6928 4.9202
H -1.4147 1.3064 4.9987
H -1.1030 -0.3019 4.0608
H 1.9945 2.6168 3.2055
H 0.7241 3.6753 4.1317
H 0.5321 5.2451 2.2101
H 0.5866 3.7588 0.9145
H 2.1866 4.3931 1.6871
H -1.4907 -3.4057 -4.4483
H -3.5982 -4.6064 -4.5773
H -3.3130 -4.7191 -2.7009
H -5.3014 -3.4644 -2.1778
H -5.8196 -3.6617 -3.9848
H -4.9722 -2.0618 -3.4520
Li 1.7912 5.1492 -1.1058
```

The LUMO energy is -4.580 eV. Its net charge is +1. As for the HOMO-LUMO gap: 5.381 eV. As for the HOMO energy: -9.96 eV.

Formula: C23H33FN2P
Source: the Open Molecules 2025 dataset
Level of theory: ωB97M-V with the def2-TZVPD basis set

Structure (XYZ):
```
60
C23H33FN2P, DFT ωB97M-V with the def2-TZVPD basis set
F 3.5505 5.2365 1.6775
C 3.2033 3.9038 1.6069
C 4.1910 2.9745 1.9493
C 3.8585 1.6111 1.8429
C 2.5608 1.2414 1.4832
C 1.5236 2.2144 1.2796
C 0.1612 1.7977 1.2436
C -0.9492 2.5732 1.6921
C -2.2969 2.1015 1.5092
C -3.3930 2.8974 1.7925
C -3.2323 4.1341 2.4337
C -1.9404 4.5483 2.7845
C -0.8195 3.7765 2.4553
C 1.9176 3.5750 1.1955
H 5.1898 3.3190 2.2294
H 4.6187 0.8470 2.0504
H 2.2868 0.1804 1.4424
H -0.0408 0.7285 1.1093
H -2.4268 1.0894 1.1312
H -4.3836 2.5909 1.4952
H -4.0841 4.7842 2.6419
H -1.7835 5.5195 3.2731
H 0.1760 4.1134 2.7586
H 1.2335 4.3365 0.8280
C 3.2015 -2.9807 -0.9462
C 2.2815 -2.0328 -1.6940
C 2.9145 -0.6537 -1.8673
C 2.0820 -2.6237 -3.0903
N 1.0250 -1.8941 -0.9457
C 0.5908 -2.8278 0.0836
C -0.9285 -2.6784 0.2671
N -1.4005 -1.6613 -0.6574
C -2.7934 -1.6109 -1.1054
C -3.6595 -2.2274 -0.0221
C -3.0862 -2.3860 -2.3972
C -3.1973 -0.1582 -1.3869
P -0.1842 -0.8914 -1.4987
H 0.0867 0.2957 -0.6166
H 2.8324 -4.0156 -0.9897
H 4.1697 -2.9790 -1.4593
H 3.3697 -2.6996 0.1033
H 2.3468 -0.0295 -2.5683
H 2.9828 -0.1181 -0.9083
H 3.9328 -0.7578 -2.2743
H 1.5263 -1.9807 -3.7802
H 3.0688 -2.7884 -3.5306
H 1.5761 -3.5934 -3.0399
H 0.8318 -3.8803 -0.1970
H 1.0936 -2.6038 1.0509
H -1.4220 -3.6601 0.0904
H -1.1279 -2.3819 1.3225
H -3.4453 -1.8301 0.9793
H -4.7090 -2.0142 -0.2598
H -3.5556 -3.3219 -0.0021
H -2.6308 -1.9543 -3.2984
H -2.7865 -3.4389 -2.3253
H -4.1703 -2.3611 -2.5555
H -2.8011 0.1927 -2.3509
H -4.2987 -0.0612 -1.4394
H -2.8372 0.5141 -0.5954
```

The LUMO energy is -5.789 eV. Its net charge is +1. As for the HOMO-LUMO gap: 4.463 eV. As for the HOMO energy: -10.25 eV.

Formula: C23H33HoN3P2S
Source: the Open Molecules 2025 dataset
Level of theory: ωB97M-V with the def2-TZVPD basis set

Structure (XYZ):
```
63
C23H33HoN3P2S, DFT ωB97M-V with the def2-TZVPD basis set
C -1.9485 3.2056 -3.4130
C -1.5746 2.0424 -2.7169
C -0.1919 1.7637 -2.5219
C 0.7783 2.6360 -3.0862
C 0.3723 3.7634 -3.8092
C -0.9898 4.0649 -3.9643
C 2.2292 2.3019 -2.8132
C 2.4416 0.8057 -2.8688
C 1.4064 0.0146 -2.3166
C 1.5409 -1.4006 -2.2836
C 2.7331 -1.9839 -2.7428
C 3.7646 -1.1978 -3.2766
C 3.6056 0.1944 -3.3519
H -3.0160 3.4171 -3.5493
H 1.1345 4.4240 -4.2395
H -1.3010 4.9569 -4.5175
H 2.9026 2.8353 -3.5048
H 2.8384 -3.0751 -2.7112
H 4.6825 -1.6698 -3.6416
H 4.4044 0.8178 -3.7711
N 0.2356 0.6166 -1.8246
Ho -0.2612 0.2692 0.1747
C -2.6179 1.0945 -2.1852
H -2.4297 0.0644 -2.5451
H -3.6325 1.4035 -2.4925
C 0.3792 -2.2454 -1.8273
H -0.5182 -2.0066 -2.4308
H 0.5994 -3.3223 -1.9368
P -2.4737 0.9994 -0.3334
P -0.1520 -1.9122 -0.0767
C 1.0580 -2.8212 0.9685
H 0.7499 -2.7534 2.0248
H 1.1253 -3.8808 0.6657
H 2.0376 -2.3304 0.8547
C -1.6852 -2.9269 0.0959
H -1.4585 -4.0030 -0.0068
H -2.1391 -2.7382 1.0825
H -2.4013 -2.6314 -0.6877
C -2.9010 2.7213 0.1914
H -3.7913 3.0996 -0.3417
H -3.0879 2.7342 1.2781
H -2.0422 3.3764 -0.0312
C -3.9661 0.0516 0.2057
H -3.9143 -0.1098 1.2955
H -4.8949 0.5946 -0.0426
H -3.9770 -0.9320 -0.2902
H 2.4808 2.6481 -1.7850
H 1.3279 -0.0546 0.3740
S -1.1382 0.0216 2.6957
C 0.0575 -0.5552 3.6280
N 1.0129 0.3776 4.1280
C 1.5449 0.1977 5.4627
C 1.8389 -1.2774 5.6987
C 0.5613 -2.1115 5.5406
N -0.1636 -1.7788 4.3282
H 0.9706 1.3420 3.7694
H 0.8047 0.5673 6.2086
H 2.4776 0.7907 5.5744
H 2.2691 -1.4379 6.7114
H 2.5818 -1.6018 4.9391
H -0.1197 -1.9324 6.4025
H 0.8419 -3.1850 5.5384
H -1.0003 -2.3390 4.1002
```

The LUMO energy (spin up / spin down) is -3.026 / -2.916 eV. Its net charge is +1. As for the expectation value of S²: 6.0058. The multiplicity is 5. As for the HOMO-LUMO gap (spin up / spin down): 6.528 / 6.623 eV. As for the HOMO energy (spin up / spin down): -9.55 / -9.54 eV.

Formula: C23H33N2O2P2Sc
Source: the Open Molecules 2025 dataset
Level of theory: ωB97M-V with the def2-TZVPD basis set

Structure (XYZ):
```
63
C23H33N2O2P2Sc, DFT ωB97M-V with the def2-TZVPD basis set
Sc -0.1888 0.4870 0.1498
P 2.2476 0.0831 0.8146
C 2.9455 0.6757 -0.7452
C 2.0949 0.5051 -1.9274
N 0.7219 0.6270 -1.7997
C -0.0492 0.6830 -2.9239
C 0.4878 0.5299 -4.1822
C 1.8610 0.3635 -4.3316
C 2.6735 0.3563 -3.1926
C -1.5486 0.8900 -2.7726
P -2.0257 1.7107 -1.1659
H 3.7551 0.2605 -3.2761
H -0.1970 0.5470 -5.0361
H 2.2907 0.2455 -5.3141
H -1.9166 1.5233 -3.5976
H -2.0853 -0.0790 -2.8079
H 3.1876 2.1736 -0.7437
H 4.0156 0.4772 -0.9231
H 2.0194 3.4151 0.1361
O 3.0622 3.2079 -0.8019
H 3.9341 3.6203 -0.9585
H 0.4336 2.2981 0.8577
O 1.0893 3.6342 0.6399
H 0.5970 4.2215 -0.0197
C -1.8866 3.4857 -1.6251
H -2.5715 3.7128 -2.4644
H -2.1548 4.0969 -0.7452
H -0.8546 3.7493 -1.9180
C -3.8037 1.4501 -1.1186
H -4.2057 1.9399 -0.2274
H -4.3130 1.8264 -2.0108
H -4.0140 0.3844 -1.0045
C 2.7229 -1.6652 1.1061
H 3.8185 -1.7920 1.1737
H 2.2481 -1.9868 2.0505
H 2.3241 -2.3283 0.3223
C 3.2414 1.0086 2.0135
H 2.9098 0.7166 3.0211
H 4.3149 0.7861 1.8798
H 3.0558 2.0854 1.8854
C -1.0718 -5.0845 -0.6333
C -0.4883 -4.0305 -1.3563
C -0.4734 -2.7432 -0.8154
C -1.0377 -2.5225 0.4757
C -1.6789 -3.5740 1.1562
C -1.6630 -4.8547 0.6139
N -0.9868 -1.2436 1.0104
C -1.2730 -0.8971 2.3492
C -1.8958 0.3644 2.5892
C -2.2012 0.7356 3.9023
C -1.8167 -0.0903 4.9663
C -1.1520 -1.3022 4.7387
C -0.8853 -1.7117 3.4311
H -1.0773 -6.0931 -1.0458
H -0.0426 -4.2108 -2.3374
H -0.0088 -1.9145 -1.3766
H -2.1424 -3.3601 2.1180
H -2.1186 -5.6592 1.1873
H -2.2307 0.9980 1.7450
H -2.7427 1.6664 4.1000
H -2.0187 0.2114 5.9936
H -0.8394 -1.9499 5.5573
H -0.3924 -2.6605 3.2138
```

The LUMO energy (spin up / spin down) is -7.107 / -9.290 eV. Its net charge is +2. As for the HOMO-LUMO gap (spin up / spin down): 5.842 / 2.748 eV. As for the HOMO energy (spin up / spin down): -12.95 / -12.04 eV.

Formula: C23H33N3OS
Source: the Open Molecules 2025 dataset
Level of theory: ωB97M-V with the def2-TZVPD basis set

Structure (XYZ):
```
61
C23H33N3OS, DFT ωB97M-V with the def2-TZVPD basis set
C 3.2826 -2.5235 -3.9190
C 2.1210 -1.8243 -3.2822
C 2.0648 -0.4380 -3.2549
C 1.0009 0.2302 -2.6799
C -0.0315 -0.4964 -2.1035
C 0.0118 -1.8849 -2.1326
C 1.0716 -2.5572 -2.7199
C 1.0675 -4.0534 -2.7764
H 0.2058 -4.4553 -2.2502
H 1.9712 -4.4599 -2.3255
H 1.0307 -4.3922 -3.8117
H -0.8102 -2.4449 -1.7098
N -1.1318 0.1863 -1.5395
C -1.9530 -0.3363 -0.5707
N -1.3803 -0.8213 0.5480
C -2.1933 -1.4124 1.5881
H -3.1669 -1.6314 1.1444
C -2.3979 -0.5256 2.8235
C -2.8776 0.8866 2.4755
N -1.7987 1.7082 1.9506
C -2.2552 2.7180 1.0131
C -1.0572 3.3752 0.3359
C -0.1508 4.0379 1.3720
C 1.0868 4.6465 0.7209
H 1.6703 3.8764 0.2203
H 1.7177 5.1227 1.4683
H 0.8020 5.3948 -0.0155
C 0.2307 2.9906 2.4171
C -1.0169 2.3339 3.0007
H -0.7240 1.5731 3.7291
H -1.6134 3.0967 3.5381
H 0.8524 2.2259 1.9478
H 0.8068 3.4515 3.2222
H -0.7158 4.8361 1.8682
H -0.4936 2.6110 -0.2025
H -1.4099 4.1137 -0.3867
H -2.8835 2.2359 0.2620
H -2.8614 3.4932 1.5180
H -3.3306 1.3467 3.3703
H -3.6562 0.8062 1.7157
H -1.4784 -0.4696 3.4088
H -3.1507 -1.0106 3.4468
H -1.7275 -2.3526 1.8989
C 0.0027 -0.5484 0.8721
C 0.9586 -1.6718 0.6072
C 0.9096 -3.0189 0.8176
C 2.1674 -3.5299 0.4129
C 2.8876 -2.4570 -0.0059
O 2.1674 -1.3299 0.1125
H 3.8846 -2.3621 -0.3869
H 2.4825 -4.5529 0.4401
H 0.0878 -3.5887 1.1996
H 0.3429 0.3199 0.3046
H 0.0418 -0.2830 1.9327
S -3.5931 -0.2711 -0.8161
H -1.6375 0.7681 -2.1971
H 0.9657 1.3095 -2.6764
H 2.8699 0.1328 -3.6951
H 4.0103 -1.8048 -4.2868
H 3.7744 -3.1820 -3.2033
H 2.9489 -3.1371 -4.7555
```

The LUMO energy is 0.786 eV. Its net charge is 0. As for the HOMO-LUMO gap: 8.601 eV. As for the HOMO energy: -7.81 eV. The SMILES is Cc1ccc(NC(=S)N(CCCN2CCC(C)CC2)Cc2ccco2)cc1C.

Formula: C23H34BN8Pt
Source: the Open Molecules 2025 dataset
Level of theory: ωB97M-V with the def2-TZVPD basis set

Structure (XYZ):
```
67
C23H34BN8Pt, DFT ωB97M-V with the def2-TZVPD basis set
Pt -0.0296 -0.2717 -0.0848
C 0.0215 0.9446 2.9244
C -0.0612 2.4206 2.5385
C -1.3232 3.0461 3.1430
C -0.0187 2.7173 1.0556
C -0.0072 3.9891 0.4634
C -0.0107 3.7685 -0.8972
N -0.0202 2.4466 -1.1182
N -0.0263 1.8023 0.0827
B -0.0408 1.7025 -2.4901
N 1.2224 0.8081 -2.5685
C 2.1942 0.7998 -3.4945
C 3.2073 -0.0256 -3.0548
C 2.7936 -0.4948 -1.7974
N 1.5806 0.0063 -1.5354
C 3.6058 -1.3376 -0.8471
C 3.1555 -1.2458 0.6111
C 3.6932 -2.7968 -1.3178
N -1.3158 0.8297 -2.5669
C -2.3071 0.8039 -3.4708
C -3.2785 -0.0759 -3.0310
C -2.8112 -0.5644 -1.7983
N -1.6187 -0.0128 -1.5535
C -3.4893 -1.4747 -0.8092
C -4.7115 -0.7776 -0.2024
C -3.8868 -2.8163 -1.4412
H 0.0186 0.8405 4.0115
H 0.9311 0.4725 2.5493
H -0.8550 0.4085 2.5479
H 0.8025 2.9239 2.9738
H -2.2202 2.6025 2.6986
H -1.3578 4.1230 2.9673
H -1.3516 2.8776 4.2221
H 0.0029 4.9407 0.9745
H -0.0054 4.4638 -1.7283
H -0.0328 2.4969 -3.3931
H 2.1123 1.4081 -4.3865
H 4.1516 -0.2259 -3.5447
H 4.6126 -0.9202 -0.8967
H 2.2381 -1.8121 0.7795
H 2.9956 -0.2083 0.9176
H 3.9199 -1.6717 1.2632
H 2.7009 -3.2564 -1.3368
H 4.3257 -3.3774 -0.6406
H 4.1173 -2.8658 -2.3220
H -2.2682 1.4282 -4.3558
H -4.2217 -0.2988 -3.5145
H -2.7739 -1.6595 -0.0078
H -5.4556 -0.5702 -0.9767
H -4.4378 0.1715 0.2659
H -5.1793 -1.4138 0.5533
H -4.7125 -2.6733 -2.1462
H -4.2218 -3.5202 -0.6740
H -3.0571 -3.2694 -1.9856
N -0.3122 -2.6959 2.0827
C -0.2025 -3.2158 0.8293
C -0.1941 -4.6016 0.6236
C -0.0468 -5.0934 -0.6483
C 0.0890 -4.2170 -1.7294
C 0.0655 -2.8775 -1.4701
N -0.0738 -2.3738 -0.2166
H -0.5228 -3.2935 2.8613
H -0.4365 -1.7118 2.2010
H -0.2926 -5.2638 1.4772
H -0.0298 -6.1643 -0.8106
H 0.2095 -4.5739 -2.7446
H 0.1691 -2.1482 -2.2636
```

The LUMO energy (spin up / spin down) is -2.339 / -4.119 eV. Its net charge is +1. As for the expectation value of S²: 2.0052. The multiplicity is 3. As for the HOMO-LUMO gap (spin up / spin down): 8.731 / 7.571 eV. As for the HOMO energy (spin up / spin down): -11.07 / -11.69 eV.